Record 1
The following is a quantum chemistry calculation of a cluster of 2 separate species, C6H14O in total, from OMol25.

HOMO, Ha: -0.2481

Structure (ORCA input):
```
! RIJCOSX wB97M-V def2-TZVPD def2/J DEFGRID3
* xyz 0 1
C 2.22013 -0.00423 1.99951
C 0.16395 0.30149 2.31034
C -0.48900 0.93585 1.20604
C -1.05979 0.15457 0.05440
C -0.28349 0.33930 -1.24487
O -0.91191 -0.39467 -2.26684
C -0.23321 -0.29020 -3.48891
H 2.50028 -0.20432 3.03570
H 2.80891 0.84179 1.61646
H 2.37277 -0.89184 1.37657
H 0.01664 -0.76664 2.46492
H 0.33077 0.88473 3.21114
H -0.59988 2.01584 1.23503
H 0.92634 0.62927 1.36831
H -2.10433 0.43942 -0.13469
H -1.07709 -0.91870 0.28912
H -0.23821 1.40973 -1.51224
H 0.76108 -0.00086 -1.11426
H -0.17070 0.75481 -3.83398
H -0.79054 -0.87321 -4.22609
H 0.79157 -0.69012 -3.41792
*
```

Here is what natural (NBO) gives for the atomic charges, in e:
1. C -0.88
2. C -0.33
3. C -0.50
4. C -0.43
5. C -0.05
6. O -0.54
7. C -0.25
8. H 0.21
9. H 0.21
10. H 0.20
11. H 0.23
12. H 0.23
13. H 0.21
14. H 0.43
15. H 0.22
16. H 0.20
17. H 0.16
18. H 0.15
19. H 0.16
20. H 0.19
21. H 0.16

=====

Record 2
The following is a quantum chemistry calculation of a cluster of 2 separate species, C6H14O in total at a distorted geometry, from OMol25.

HOMO, Ha: -0.3391

Structure (ORCA input):
```
! RIJCOSX wB97M-V def2-TZVPD def2/J DEFGRID3
* xyz 0 1
C -1.91904 0.64335 -1.79081
C -1.93236 1.01710 -0.29066
C -1.10167 0.05906 0.58123
C 0.34798 -0.02001 0.15056
C 0.83966 -1.14820 -0.38345
C 1.22672 1.10920 0.62976
H -2.47235 1.34997 -2.40651
H -2.28669 -0.36619 -1.95729
H -0.87670 0.67328 -2.11556
H -1.79443 2.08979 -0.16870
H -2.95903 0.82616 0.02518
H -1.09709 0.30582 1.64294
H -1.55090 -0.92816 0.43670
H 1.85433 -1.10900 -0.75770
H 0.29912 -2.08145 -0.40673
H 1.23314 1.92482 -0.11170
H 0.69166 1.64516 1.41805
H 2.22054 0.75768 0.86982
H 3.69926 -2.32381 2.02488
H 2.39461 -1.95394 1.38689
O 3.18321 -2.47064 1.22308
*
```

Here is what natural (NBO) gives for the atomic charges, in e:
1. C -0.61
2. C -0.40
3. C -0.44
4. C 0.05
5. C -0.45
6. C -0.67
7. H 0.21
8. H 0.20
9. H 0.21
10. H 0.20
11. H 0.20
12. H 0.21
13. H 0.21
14. H 0.20
15. H 0.20
16. H 0.22
17. H 0.22
18. H 0.23
19. H 0.46
20. H 0.47
21. O -0.94

=====

Record 3
The following is a quantum chemistry calculation of a cluster of 3 separate species, C6H14O2 in total at a distorted geometry, from OMol25.

HOMO (spin up / spin down), Ha: 0.0294 / -0.2247

Structure (ORCA input):
```
! RIJCOSX wB97M-V def2-TZVPD def2/J DEFGRID3
* xyz -1 2
C -0.20329 -2.01618 1.23273
C 0.00972 -0.54748 1.51082
C 0.16070 -0.09943 2.75217
C 1.25653 0.75150 -0.11562
C 0.07478 0.32196 0.30652
C -1.17196 0.41879 -0.52297
H -0.35980 -2.24491 0.17260
H -1.04866 -2.46279 1.75278
H 0.71071 -2.55828 1.48146
H 0.32570 0.96552 2.89744
H 0.12194 -0.83301 3.55095
H 1.43809 1.28927 -1.03992
H 2.20141 0.61831 0.40979
H -1.76200 -0.50150 -0.47604
H -0.96022 0.58603 -1.58008
H -1.78276 1.25406 -0.17082
H 1.32556 -1.08567 -2.96049
H 0.77355 -2.42983 -2.51649
O 0.64488 -1.48361 -2.38562
H 0.04350 3.56539 -1.01574
H -1.04811 2.79599 -1.73218
O -0.75029 3.69585 -1.55129
*
```

Here is what natural (NBO) gives for the atomic charges, in e:
1. C -0.72
2. C 0.02
3. C -0.44
4. C -0.46
5. C -0.04
6. C -0.69
7. H 0.23
8. H 0.21
9. H 0.22
10. H 0.20
11. H 0.19
12. H 0.18
13. H 0.19
14. H 0.22
15. H 0.22
16. H 0.20
17. H 0.36
18. H 0.37
19. O -1.45
20. H 0.47
21. H 0.47
22. O -0.96

=====

Record 4
The following is a quantum chemistry calculation of a cluster of 2 separate species, C6H14O2 in total at a distorted geometry, from OMol25.

HOMO, Ha: -0.3451

Structure (ORCA input):
```
! RIJCOSX wB97M-V def2-TZVPD def2/J DEFGRID3
* xyz 0 1
C -1.50299 -1.73610 0.21933
O -1.94032 -2.23241 1.49023
C -1.25002 -0.20559 0.27145
C 0.02755 0.28638 1.01744
C 1.35733 -0.40218 0.56330
C 2.38346 0.82147 -1.32450
C 1.53266 -0.10903 -0.92194
H -0.61840 -2.29654 -0.08671
H -2.37062 -1.97999 -0.41062
H -1.16452 -2.36384 2.03728
H -1.14928 0.06440 -0.78011
H -2.10281 0.24563 0.77939
H 0.05103 1.37314 0.97574
H -0.13640 -0.08092 2.04473
H 2.22042 -0.04008 1.12561
H 1.32135 -1.46312 0.85477
H 2.99426 1.38836 -0.63030
H 2.54653 0.98206 -2.38477
H 0.76126 -0.58205 -1.51852
H -1.33211 2.86471 -0.41779
H -0.71402 3.08411 -1.77098
O -0.91436 2.38161 -1.13304
*
```

Here is what natural (NBO) gives for the atomic charges, in e:
1. C -0.07
2. O -0.73
3. C -0.43
4. C -0.39
5. C -0.44
6. C -0.41
7. C -0.17
8. H 0.16
9. H 0.18
10. H 0.46
11. H 0.22
12. H 0.21
13. H 0.22
14. H 0.19
15. H 0.21
16. H 0.20
17. H 0.19
18. H 0.20
19. H 0.20
20. H 0.47
21. H 0.47
22. O -0.93

=====

Record 5
The following is a quantum chemistry calculation of a cluster of 3 separate species, C6H14O2 in total at a distorted geometry, from OMol25.

HOMO, Ha: -0.2806

Structure (ORCA input):
```
! RIJCOSX wB97M-V def2-TZVPD def2/J DEFGRID3
* xyz 0 1
C -3.86342 -0.92916 -0.87606
C -3.48312 -0.16514 0.47519
C 1.43941 0.60794 0.43162
C 0.11352 1.09296 0.07663
C -0.97316 0.39292 0.58664
C -2.27329 0.62827 0.22701
H -4.39038 -1.84855 -0.64679
H -4.32717 -0.21323 -1.53938
H -2.87052 -1.25513 -1.19155
H -4.36822 0.32377 0.88956
H -3.24608 -0.91924 1.22855
H 2.25457 1.30224 0.27216
H 1.46087 0.39614 1.50459
H -0.05114 1.88373 -0.65189
H -0.66355 -0.41431 1.24962
H -2.34531 1.45921 -0.47657
H 1.65785 -0.41490 0.02674
H 3.31565 -2.05575 0.65989
O 3.23740 -1.10525 0.80145
H 4.68012 0.67318 -0.93364
H 3.64982 -0.40521 -0.69228
O 4.15669 0.06425 -1.42912
*
```

Here is what natural (NBO) gives for the atomic charges, in e:
1. C -0.58
2. C -0.48
3. C -0.73
4. C 0.16
5. C -0.34
6. C 0.07
7. H 0.23
8. H 0.22
9. H 0.21
10. H 0.24
11. H 0.22
12. H 0.26
13. H 0.28
14. H 0.21
15. H 0.23
16. H 0.19
17. H 0.38
18. H 0.43
19. O -1.14
20. H 0.45
21. H 0.50
22. O -1.01

=====

Record 6
The following is a quantum chemistry calculation of a cluster of 2 separate species, C6H14O2Si in total at a distorted geometry, from OMol25.

HOMO, Ha: -0.3377

Structure (ORCA input):
```
! RIJCOSX wB97M-V def2-TZVPD def2/J DEFGRID3
* xyz 0 1
C -1.85444 0.93306 -3.04282
C -1.02090 1.77704 -2.32314
C -0.00385 1.94778 -1.54376
C -0.01137 0.76031 2.15819
C 2.22376 -1.19168 0.44387
C -0.25716 -2.20249 1.77255
O -2.27813 2.17383 -2.50685
O -0.28901 -0.13191 -0.41923
Si 0.44710 -0.69666 0.89132
H -1.60701 0.79500 -4.01954
H -2.50183 0.23978 -2.56443
H -0.15025 2.49746 -0.59880
H 0.99265 1.41963 -1.48009
H 0.04116 0.32348 -1.10413
H -0.98994 0.53419 2.39545
H 0.67822 0.49411 3.02072
H 0.15074 1.68232 1.74279
H 2.34614 -1.13737 -0.55843
H 3.07342 -0.62304 0.75748
H 2.37097 -2.16030 0.81570
H -1.15982 -1.91612 2.29709
H -0.63432 -3.13049 1.35870
H 0.43388 -2.38790 2.50735
*
```

Here is what natural (NBO) gives for the atomic charges, in e:
1. C -0.13
2. C 0.29
3. C -0.54
4. C -1.05
5. C -1.12
6. C -1.13
7. O -0.43
8. O -1.11
9. Si 1.83
10. H 0.18
11. H 0.20
12. H 0.23
13. H 0.22
14. H 0.49
15. H 0.22
16. H 0.21
17. H 0.21
18. H 0.23
19. H 0.24
20. H 0.23
21. H 0.23
22. H 0.25
23. H 0.23

=====

Record 7
The following is a quantum chemistry calculation of a cluster of 2 separate species, C6H14O3 in total, from OMol25.

HOMO, Ha: -0.3090

Structure (ORCA input):
```
! RIJCOSX wB97M-V def2-TZVPD def2/J DEFGRID3
* xyz 0 1
C -1.51124 -0.19309 -0.75127
C -1.86130 -1.43324 -0.02133
C -2.21991 1.07608 -0.48415
O 0.05339 0.21166 0.74107
O 0.27725 -0.48225 2.00255
H 0.21591 0.25494 2.62741
H -1.16435 -0.33033 -1.76176
H -1.63438 1.91578 -0.85182
H -2.03451 -1.26793 1.03993
H -2.78634 -1.81353 -0.48156
H -1.10150 -2.20321 -0.14501
H -2.44838 1.20846 0.57231
H -3.16459 1.05008 -1.04808
C 1.90844 -1.07041 -0.34872
C 2.18596 1.37804 0.31758
C 1.27127 0.31562 -0.29288
O 0.58309 0.69081 -1.32972
H 2.53736 1.07705 1.30717
H 2.23277 -1.41456 0.63364
H 1.19537 -1.78175 -0.76478
H 2.77194 -1.02549 -1.01524
H 1.64148 2.31896 0.38570
H 3.05230 1.51832 -0.33107
*
```

Here is what natural (NBO) gives for the atomic charges, in e:
1. C 0.33
2. C -0.70
3. C -0.71
4. O -0.35
5. O -0.48
6. H 0.46
7. H 0.23
8. H 0.27
9. H 0.24
10. H 0.24
11. H 0.25
12. H 0.22
13. H 0.24
14. C -0.67
15. C -0.66
16. C 0.56
17. O -0.74
18. H 0.20
19. H 0.22
20. H 0.20
21. H 0.22
22. H 0.22
23. H 0.22

=====

Record 8
The following is a quantum chemistry calculation of a structure of composition C6H14O3Pr at a distorted geometry, from OMol25.

HOMO (spin up / spin down), Ha: -0.5951 / -0.6901

Structure (ORCA input):
```
! RIJCOSX wB97M-V def2-TZVPD def2/J DEFGRID3
* xyz 2 4
C 1.75336 0.70891 2.71382
O 1.11483 1.84009 2.21510
C 1.70567 -0.44324 1.71193
O 0.33413 -0.51798 1.27233
C 0.01103 -1.21835 0.13273
C -1.41791 -0.96439 -0.20829
O -1.61273 0.45872 -0.13117
C -2.77587 0.92105 -0.81491
Pr -0.42348 1.67040 1.25443
H 1.28895 0.36400 3.65956
H 2.81998 0.89851 2.93515
H 1.99548 -1.40659 2.15168
H 2.32603 -0.22710 0.82961
H 0.41287 -2.23108 0.06837
H 0.85455 -0.57022 -1.77218
H -2.14330 -1.45902 0.46160
H -1.61585 -1.31698 -1.23001
H -2.80509 2.01018 -0.71612
H -2.71362 0.64566 -1.87575
H -3.66475 0.47692 -0.34706
C 1.11354 -0.03277 -2.87189
H 1.09604 1.04144 -2.65599
H 2.07985 -0.36836 -3.26130
H 0.26630 -0.27982 -3.52164
*
```

Here is what Mulliken gives for the atomic charges, in e:
1. C -0.46
2. O -0.34
3. C -0.38
4. O -0.34
5. C -0.78
6. C -0.03
7. O -0.29
8. C -0.67
9. Pr 1.57
10. H 0.35
11. H 0.35
12. H 0.39
13. H 0.35
14. H 0.43
15. H 0.08
16. H 0.40
17. H 0.42
18. H 0.33
19. H 0.28
20. H 0.33
21. C -0.83
22. H 0.22
23. H 0.34
24. H 0.29

=====

Record 9
The following is a quantum chemistry calculation of a structure of composition C6H14O3PtS3Sb at a distorted geometry, from OMol25.

HOMO (spin up / spin down), Ha: -0.2704 / -0.2681

Structure (ORCA input):
```
! RIJCOSX wB97M-V def2-TZVPD def2/J DEFGRID3
* xyz 0 2
Pt 1.25114 -0.11124 1.19558
C 2.28060 2.25003 -0.91859
O 1.12274 2.00276 -0.10015
C -0.09044 2.01481 -0.82817
C -1.18193 1.91430 0.18740
O -1.18534 0.63686 0.84289
C -2.15727 -0.25431 0.26173
C -2.26417 -1.54439 1.02217
O -1.16313 -2.40305 0.87318
C -1.22565 -3.17272 -0.31547
H 2.17754 3.22743 -1.39559
H 2.40020 1.47591 -1.67123
H 3.14783 2.23521 -0.26819
H -0.11873 1.18374 -1.53944
H -0.19321 2.95104 -1.38418
H -2.15656 2.10664 -0.26278
H -0.99681 2.65935 0.95695
H -1.93311 -0.42785 -0.79280
H -3.12831 0.24032 0.33459
H -3.17875 -2.04893 0.69803
H -2.35580 -1.30839 2.08134
H -2.16887 -3.73070 -0.35855
H -0.39121 -3.86438 -0.29494
H -1.13135 -2.55245 -1.20994
S 5.53489 0.11872 0.31245
Sb 4.19531 -1.66555 0.64270
S 2.75317 -0.82717 2.59802
S 2.15721 -1.10601 -0.66697
*
```

Here is what natural (NBO) gives for the atomic charges, in e:
1. Pt 0.65
2. C -0.26
3. O -0.57
4. C -0.10
5. C -0.09
6. O -0.57
7. C -0.09
8. C -0.09
9. O -0.53
10. C -0.25
11. H 0.17
12. H 0.20
13. H 0.23
14. H 0.19
15. H 0.19
16. H 0.19
17. H 0.21
18. H 0.18
19. H 0.18
20. H 0.18
21. H 0.20
22. H 0.16
23. H 0.21
24. H 0.17
25. S -0.81
26. Sb 0.91
27. S -0.31
28. S -0.54

=====

Record 10
The following is a quantum chemistry calculation of a structure of composition C6H14O3Y at a distorted geometry, from OMol25.

HOMO (spin up / spin down), Ha: -0.4049 / -0.4049

Structure (ORCA input):
```
! RIJCOSX wB97M-V def2-TZVPD def2/J DEFGRID3
* xyz 1 1
C 3.07334 -2.78276 -0.34426
O 2.43393 -1.53612 -0.44333
C 1.73486 -1.36173 -1.64944
C 1.01648 -0.03709 -1.62188
O -0.09747 -0.13345 -0.76751
C -0.50732 1.08001 -0.20142
C -1.78146 0.78096 0.55554
O -2.05278 1.81218 1.48420
C -3.29599 1.66031 2.14943
Y -0.60688 3.58299 2.73260
H 3.62959 -2.79712 0.60036
H 2.32982 -3.59872 -0.33550
H 3.78119 -2.94304 -1.17601
H 1.00546 -2.18049 -1.79083
H 2.43682 -1.36808 -2.50337
H 0.65655 0.23730 -2.62835
H 1.73250 0.75356 -1.33516
H -0.68928 1.94392 -0.86457
H 0.41993 1.47208 0.25516
H -1.75914 -0.19194 1.07234
H -2.61475 0.70993 -0.16246
H -4.11622 1.75714 1.42179
H -3.35822 0.68238 2.65163
H -3.37098 2.45775 2.90103
*
```

Here is what natural (NBO) gives for the atomic charges, in e:
1. C -0.25
2. O -0.54
3. C -0.08
4. C -0.08
5. O -0.52
6. C -0.09
7. C -0.08
8. O -0.67
9. C -0.26
10. Y 0.97
11. H 0.20
12. H 0.17
13. H 0.17
14. H 0.18
15. H 0.18
16. H 0.19
17. H 0.18
18. H 0.17
19. H 0.17
20. H 0.21
21. H 0.20
22. H 0.21
23. H 0.21
24. H 0.19

=====

Record 11
The following is a quantum chemistry calculation of a structure of composition C6H14O3Yb at a distorted geometry, from OMol25.

HOMO, Ha: -0.6566

Structure (ORCA input):
```
! RIJCOSX wB97M-V def2-TZVPD def2/J DEFGRID3
* xyz 2 1
H -2.97908 -0.60855 2.45077
C -2.22665 0.18792 2.50932
H -2.20324 0.61932 3.51518
H -2.46776 0.97198 1.78223
H -1.22032 -0.40914 2.36131
C 3.13606 1.83593 -1.17223
O 2.11638 1.00117 -0.61385
C 0.99487 0.76410 -1.46822
C -0.12192 0.18864 -0.62428
O -0.94066 -0.54551 -1.46180
C -1.66556 -1.48784 -0.69413
C -0.64083 -1.97782 0.31976
O 0.02435 -0.72568 0.67186
H 3.96221 1.87332 -0.45627
H 3.48209 1.40976 -2.12243
H 2.71775 2.83915 -1.31933
H 1.26848 0.10616 -2.30390
H 0.67932 1.73383 -1.87509
H -0.64428 1.03239 -0.14209
H -2.00642 -2.29459 -1.34986
H -2.51516 -0.98488 -0.20897
H -0.04874 -2.79942 -0.09413
H -1.02093 -2.37576 1.26487
Yb 2.32003 -0.35447 1.03129
*
```

Here is what natural (NBO) gives for the atomic charges, in e:
1. H 0.23
2. C -0.87
3. H 0.24
4. H 0.22
5. H 0.17
6. C -0.27
7. O -0.69
8. C -0.13
9. C 0.33
10. O -0.47
11. C -0.10
12. C -0.13
13. O -0.69
14. H 0.20
15. H 0.23
16. H 0.24
17. H 0.23
18. H 0.25
19. H 0.20
20. H 0.25
21. H 0.22
22. H 0.20
23. H 0.24
24. Yb 1.89